(1)
108
Properties=species:S:1:pos:R:3:mulliken_charge:R:1 method="wB97M-V/def2-TZVPD" homo_ev="-4.653 / -8.958" orbital_gap_ha="0.152 / 0.186" spin_multiplicity=3
H 1.43 -7.74 1.39 0.248
O -1.06 -2.64 0.93 -0.492
N 2.13 -7.02 1.54 -0.345
H 5.44 -2.62 6.08 0.254
N -0.29 2.97 3.86 -0.065
H -0.48 4.93 -4.71 0.150
H 3.82 -4.88 -0.16 0.275
H 0.03 -4.06 -2.50 0.127
F -1.85 1.37 -1.47 0.012
O 2.77 1.95 -5.11 -0.710
H 5.09 -1.63 3.00 0.127
N -1.80 -0.49 -3.55 0.245
H 0.66 -5.41 0.55 0.046
N -6.81 3.31 -1.88 -0.585
C 2.05 0.98 -4.88 0.519
H 4.71 -0.13 0.25 0.288
S -0.28 -1.58 0.41 -0.222
H -2.67 -2.54 -1.22 0.026
C -1.29 2.19 4.13 0.276
C 1.90 -6.24 2.55 0.641
C -3.98 -1.01 -0.87 0.301
H -2.86 2.03 5.30 0.209
H 0.96 5.62 2.39 0.174
N -4.81 -0.46 -1.73 -0.431
O 3.05 6.75 2.42 -0.728
C 1.65 -1.73 0.89 0.298
O -6.41 1.92 -0.24 -0.680
H -4.86 3.98 -1.77 0.145
N 5.40 -2.10 5.22 -0.442
F -2.12 2.38 0.48 -0.167
H 4.19 1.29 0.37 0.296
O 0.82 -6.17 3.19 -0.758
O -1.83 1.48 3.33 -0.240
H 1.13 -4.48 -1.22 0.061
H -5.17 0.37 -1.29 0.161
C 4.18 -1.91 4.80 0.767
H -7.70 2.88 -1.67 0.271
O 0.63 2.15 1.36 -0.476
H -1.08 -0.76 -2.89 -0.129
O 3.15 -2.06 5.42 -0.717
H -2.15 -0.44 -6.47 0.283
O 4.61 0.59 0.87 -0.586
H 4.76 4.96 2.51 0.203
H 0.80 -4.34 4.03 0.272
H 3.02 -7.13 1.09 0.154
O 0.77 -3.40 4.17 -0.624
F -0.80 3.34 -1.01 -0.182
H 3.43 3.74 2.52 0.117
H 6.17 -1.81 4.64 0.178
C -1.27 2.11 -0.51 0.188
H -4.01 3.12 -0.46 0.055
C -1.39 -0.76 -4.75 0.668
H 1.58 -3.19 4.63 0.344
H -2.45 0.27 -3.48 0.095
H 2.30 -0.08 -6.64 0.201
H 2.63 -4.86 3.56 0.011
N -3.55 -2.13 -1.48 -0.158
O -3.72 -0.67 0.24 -0.406
H 1.18 1.59 -3.22 0.011
F 2.44 -1.56 -0.17 -0.243
O -0.43 -1.57 -1.02 -0.214
N 1.31 0.80 -3.84 -0.022
H 0.16 2.89 2.96 0.324
H -0.82 5.39 -2.75 0.140
N -2.15 -0.06 -5.53 -0.473
H -4.64 -0.62 -2.71 0.220
H 0.99 -0.15 -3.73 0.085
N -0.10 6.10 -2.71 -0.400
H 0.92 -0.45 -5.66 0.162
H -0.69 -6.29 0.73 0.307
H 3.75 -5.49 2.27 0.162
N -1.95 2.46 5.24 -0.489
H 3.43 -3.64 -0.93 0.298
H -5.14 1.76 1.35 0.178
H 3.37 -1.43 3.01 -0.018
H -6.38 3.69 -2.71 0.209
N 3.80 4.67 2.41 -0.290
F 1.93 -0.85 1.82 -0.144
N 1.72 4.96 2.39 -0.190
S 0.17 1.14 0.35 -0.131
C 2.86 5.54 2.42 0.580
O -4.44 1.37 1.88 -0.384
N 1.83 -0.02 -5.75 -0.333
C -0.72 -5.09 -0.96 0.554
O -1.86 -5.23 -1.39 -0.752
N 4.21 -1.69 3.50 -0.146
H 0.95 5.33 -5.53 0.226
N 0.37 5.49 -4.72 -0.360
H -4.18 -2.60 -2.11 0.216
H -4.46 1.86 2.70 0.234
N -4.83 3.30 -1.03 -0.216
H 0.15 6.39 -1.78 0.246
F 1.75 -3.00 1.39 0.384
H -3.00 0.26 -5.10 0.183
C 0.73 6.15 -3.71 0.695
H 1.72 3.95 2.43 -0.049
N -0.86 -0.22 1.05 0.738
O -0.51 -1.48 -5.02 -0.740
O 1.82 6.65 -3.58 -0.673
N 2.90 -5.49 2.82 -0.291
N -0.19 -5.70 0.08 -0.151
N 0.19 -4.46 -1.58 -0.125
H -0.05 3.72 4.50 0.201
H -1.52 2.92 6.03 0.170
O 3.29 -4.58 -0.89 -0.647
O 1.03 0.69 -0.71 -0.242
Ag -2.59 -0.38 2.36 0.796
C -6.02 2.78 -0.98 0.854



(2)
117
Properties=species:S:1:pos:R:3:mulliken_charge:R:1 method="wB97M-V/def2-TZVPD" homo_ev=-11.224 charge=+1 orbital_gap_ha=0.302 de_lowest_kcal_mol=0.0
C 0.15 1.79 0.66 -1.201
P -0.10 -2.19 -0.06 -0.205
O 0.15 -1.18 2.94 -0.464
O 2.69 -3.98 6.92 -0.503
O 5.19 3.87 2.71 -0.503
C 5.63 -2.67 1.51 -0.305
H -6.90 -0.15 0.46 0.328
C -5.36 2.63 0.26 -0.959
H -4.55 -1.39 -8.90 0.217
H 6.09 4.23 4.51 0.337
H -0.89 -1.97 -5.08 0.516
H -1.78 0.69 -4.49 0.440
H -5.74 -0.90 -10.11 0.320
C -0.92 -0.72 -2.95 -0.658
H -4.26 1.03 -9.51 0.271
H 0.10 -3.66 -1.65 0.353
H -6.04 -0.30 -1.16 0.286
O -6.45 -1.16 -8.20 -0.537
C 0.55 2.24 -0.81 0.397
H 7.20 2.26 3.44 0.283
H 5.63 -1.41 3.25 0.209
C 6.33 -1.75 2.49 -1.064
H -2.70 -2.02 -5.21 0.316
H -3.47 2.70 -1.92 0.719
O -1.31 -0.24 -9.47 -0.393
H 0.04 -0.86 -3.48 0.416
H -1.42 -4.78 5.96 0.240
H -2.14 -0.62 1.93 0.329
O 4.53 -2.00 0.88 -0.359
H -6.22 3.21 -0.10 0.348
C -5.25 1.21 0.19 0.823
H -7.22 -0.60 -8.37 0.311
C -0.73 -2.74 5.87 -0.666
C -4.27 3.36 0.83 -1.022
O 1.96 -0.38 1.58 -0.804
C -2.64 2.00 -1.87 -0.725
H 2.82 4.95 -0.31 0.470
C -1.82 -3.78 5.79 -0.337
C -5.06 0.71 -8.84 -0.923
B 0.58 -0.44 1.80 0.714
H 4.66 3.18 2.30 0.206
H 3.32 -4.34 5.01 0.169
H 6.53 1.81 5.01 0.391
O 1.17 4.58 0.99 -0.297
H 6.71 -0.86 1.98 0.355
N -0.71 0.19 -1.74 2.055
H 7.16 -2.26 2.98 0.411
H -1.13 -1.74 5.69 0.179
H -3.02 -0.42 -3.69 0.319
C 1.83 4.43 -0.27 -1.038
H 4.34 -5.03 6.29 0.298
H 2.46 2.98 -1.71 0.602
H 0.44 -0.61 -8.63 0.397
H 4.89 -1.23 0.42 0.208
H 3.01 -6.83 5.16 0.331
H -0.25 -2.75 6.86 0.366
C -0.87 -0.48 -0.39 -0.819
C -4.09 0.52 0.68 -0.436
H 2.51 -6.66 6.85 0.336
C -1.82 1.13 -1.81 -0.712
H -1.23 -1.75 -2.66 0.372
H -1.25 0.32 -6.56 0.499
C -1.80 0.44 1.82 -2.124
H 1.35 1.15 -4.30 0.213
O 1.98 3.79 2.90 -0.454
H 5.23 -3.55 2.02 0.306
H 1.51 -5.97 5.58 0.171
H 3.14 6.36 1.23 0.371
C 3.03 5.86 2.22 -0.881
C -1.97 -0.29 -4.01 -0.519
H 1.07 1.91 1.28 0.581
C -3.14 2.66 1.32 0.002
C 3.31 -4.85 5.98 -0.167
O -1.24 -1.51 -7.60 -0.336
S 0.59 1.97 -3.49 -0.069
O -1.23 -3.21 0.63 -0.401
H -5.93 1.35 -9.00 0.415
H -1.76 -3.92 3.85 0.262
H -1.51 0.79 2.83 0.830
H 0.04 -2.92 5.11 0.131
H -1.50 -3.88 -0.03 0.308
C 2.54 -6.16 5.88 -0.927
C -0.67 -0.76 -8.62 0.134
H -2.32 3.24 1.78 0.344
H -4.73 0.86 -7.81 0.199
C 6.28 2.14 4.01 -0.837
I 2.39 -0.02 -1.73 0.425
C 2.05 4.66 2.08 0.665
C 5.50 3.44 4.04 -0.225
H -2.87 -0.43 -6.87 0.037
H 2.69 -4.42 7.77 0.296
H -4.26 4.46 0.92 0.383
H -0.12 3.08 -1.10 0.842
O 0.66 -2.93 -1.34 -0.387
C 1.97 2.93 -0.71 -1.036
H -0.54 2.57 1.05 -0.752
C -5.41 -0.75 -9.08 -0.239
H -1.97 -0.65 -0.31 0.587
H 4.01 5.41 2.51 0.208
H 6.32 -3.01 0.73 0.262
C -1.81 -1.35 -5.20 -0.734
H -7.20 1.08 -0.84 0.362
C 0.53 1.06 -1.87 -1.395
C -2.98 1.23 1.27 0.873
H -2.60 -3.58 6.53 0.328
H 5.70 1.36 3.51 0.061
C -1.81 -0.64 -6.60 -0.504
C -0.51 0.38 0.86 1.875
H 4.57 3.32 4.60 0.238
H 2.38 -1.25 1.58 0.257
H 2.64 2.41 0.01 0.278
H 1.20 4.93 -1.03 0.346
H 2.63 6.57 2.98 0.350
O -2.44 -3.74 4.50 -0.497
H 0.27 -0.59 3.70 0.162
H -4.11 -0.58 0.58 0.514
C -6.44 0.40 -0.39 -1.343



(3)
56
Properties=species:S:1:pos:R:3:mulliken_charge:R:1 method="wB97M-V/def2-TZVPD" homo_ev=-1.359 charge=-2 orbital_gap_ha=0.142 de_lowest_kcal_mol=19.9
O 8.13 -20.31 -8.60 1.508
H 6.72 -19.47 -10.19 -0.047
H 9.81 -20.68 -4.41 0.292
H 5.41 -20.91 -7.11 0.332
H 3.39 -18.05 -9.25 0.234
H 7.33 -23.49 -8.87 0.287
O 8.49 -19.91 -12.74 -0.784
O 10.80 -20.54 -12.84 -0.801
O 10.90 -20.83 -8.45 -0.360
H 7.26 -18.52 -5.59 0.512
S 8.64 -14.82 -8.32 1.257
O 6.02 -16.29 -10.57 -0.621
H 5.78 -17.37 -6.09 0.350
H 6.30 -19.38 -4.74 0.317
H 4.26 -17.32 -6.31 0.211
Zn 9.80 -17.14 -10.33 0.542
O 8.49 -18.78 -6.71 -0.511
H 11.60 -20.53 -9.05 0.258
O 9.47 -21.03 -10.93 -0.397
S 9.71 -20.03 -11.99 0.973
Zn 9.23 -21.77 -9.18 -0.079
O 11.77 -17.07 -9.63 -0.243
H 6.67 -19.99 -11.62 0.316
Zn 5.89 -16.61 -8.65 0.022
S 7.05 -16.05 -11.63 1.252
O 9.27 -18.23 -8.84 0.686
O 8.15 -16.98 -11.32 -0.620
O 9.19 -22.48 -7.25 -0.487
H 4.66 -18.81 -9.68 0.229
O 7.38 -15.56 -8.29 -0.437
O 9.54 -15.42 -9.33 -0.679
H 12.25 -17.01 -8.80 0.240
H 9.63 -16.31 -6.00 0.421
O 9.17 -20.82 -5.12 -0.748
O 6.95 -18.23 -8.40 0.996
H 6.76 -22.71 -10.05 0.316
O 8.44 -13.45 -8.79 -0.783
O 10.11 -18.74 -11.40 -0.505
O 6.12 -19.87 -10.83 -0.712
H 9.08 -21.79 -6.56 0.301
O 7.59 -23.00 -9.66 -0.454
S 8.20 -18.91 -8.14 -0.827
O 7.48 -14.66 -11.59 -0.713
O 5.09 -16.96 -6.64 -0.434
H 9.14 -23.31 -6.77 0.267
H 12.44 -17.29 -10.29 0.273
H 11.18 -20.56 -7.57 0.266
O 9.28 -14.83 -6.99 -0.902
O 4.35 -18.01 -9.22 -0.456
O 5.85 -21.60 -7.61 -0.760
O 6.51 -18.46 -4.95 -0.773
H 9.05 -17.57 -5.35 0.325
H 8.98 -19.92 -5.46 0.469
H 6.65 -21.17 -7.97 0.233
O 6.56 -16.36 -12.96 -0.744
O 9.65 -16.85 -5.17 -0.809



Calculated M in order - 1060.64, 896.65, 778.59 g mol⁻¹